{
  "formula": "C72H166N10O16",
  "method": "the ωB97M-V functional and the def2-TZVPD basis",
  "multiplicity": 1,
  "smiles": "CC1(C)CCCC(C)(C)N1O.CC1(C)CCCC(C)(C)N1O.CC1(C)CCCC(C)(C)N1O.CC1(C)CCCC(C)(C)N1O.COCCNCCOC.COCCNCCOC.COCCNCCOC.COCCNCCOC.COCCNCCOC.COCCNCCOC",
  "charge": 0,
  "homo_lumo_gap_ev": 8.629,
  "energy_ev": -124998.1219,
  "e_homo_ev": -8.0,
  "lumo_energy_ha": 0.0227,
  "elements": ["H", "H", "C", "O", "N", "H", "H", "C", "C", "H", "H", "H", "C", "H", "C", "H", "H", "H", "H", "C", "H", "C", "H", "H", "H", "C", "H", "O", "H", "H", "H", "H", "H", "C", "H", "H", "C", "C", "H", "H", "C", "C", "H", "H", "O", "H", "H", "O", "H", "C", "H", "H", "H", "C", "H", "H", "H", "H", "H", "H", "H", "C", "H", "H", "C", "H", "H", "N", "H", "H", "H", "H", "H", "H", "H", "H", "H", "H", "C", "H", "H", "H", "H", "H", "C", "O", "C", "H", "H", "C", "H", "C", "C", "C", "C", "H", "H", "H", "C", "C", "H", "O", "N", "H", "C", "H", "H", "H", "H", "H", "C", "H", "H", "H", "H", "H", "H", "C", "H", "C", "H", "C", "H", "N", "H", "H", "H", "H", "H", "H", "C", "H", "O", "H", "C", "C", "C", "N", "O", "O", "H", "H", "H", "H", "H", "H", "H", "H", "C", "C", "N", "C", "H", "H", "C", "H", "C", "C", "H", "C", "H", "H", "H", "H", "H", "C", "H", "H", "H", "H", "H", "O", "H", "H", "H", "C", "C", "H", "C", "H", "H", "H", "H", "H", "H", "C", "C", "H", "C", "H", "H", "N", "C", "H", "C", "H", "C", "H", "C", "H", "C", "H", "H", "H", "H", "H", "H", "O", "C", "C", "C", "N", "H", "H", "H", "H", "C", "N", "H", "C", "C", "C", "H", "H", "O", "C", "H", "H", "H", "H", "H", "C", "C", "H", "H", "H", "H", "H", "H", "H", "H", "H", "C", "H", "H", "O", "H", "O", "H", "H", "C", "C", "C", "O", "O", "C", "H", "H", "C", "H", "H", "N", "H", "C"],
  "coordinates": [[4.49501, -0.55530, 6.26750], [2.98655, -0.99244, 0.27130], [1.73226, 0.87943, -4.88937], [6.61795, -4.96172, -5.12524], [0.90601, 3.11859, -4.74286], [-0.85189, 2.24428, 1.75020], [5.87211, -1.99858, 3.84220], [5.57920, -2.38823, 6.60002], [-3.86373, 4.37534, 2.57951], [-6.86329, 6.02743, 0.52327], [3.09366, 4.10240, 3.75341], [1.84351, -1.71704, 6.66747], [-0.21956, -4.27567, -3.99826], [3.15138, 2.39385, 7.80986], [-4.83904, 4.41397, 1.35548], [2.82878, 2.95752, 0.59485], [5.94331, -3.89083, -3.01007], [3.71667, -1.50547, 7.45721], [-8.65904, -0.97379, 2.16491], [-1.40387, 1.24671, -10.95727], [-2.01594, 5.30383, 3.27979], [-0.60867, 1.94562, 0.73052], [-4.02250, 6.62274, -1.42576], [7.89672, -0.75938, 4.57596], [-1.68387, 0.97093, -1.69070], [1.44699, 2.67811, 5.26322], [0.16928, -6.99247, -2.98323], [0.70165, 4.40090, 7.54633], [2.96974, 6.66740, 8.36760], [-4.70037, -2.06203, 1.49166], [3.43574, 0.87935, 2.13405], [-0.06968, 1.25111, -1.60124], [3.63277, 1.78626, -0.51839], [4.44119, 4.02629, 5.60004], [-11.06175, -1.34068, -0.75218], [3.62327, -3.73750, 7.95878], [1.12404, -2.42427, 4.66310], [3.10424, 4.62713, 7.72445], [-1.41940, 4.90452, -3.07846], [7.40349, -5.99572, -6.73758], [-2.25313, 0.03250, 0.81489], [-1.11925, -3.97635, -6.38559], [-0.17366, -2.88872, 1.64712], [-4.27952, 1.74057, -1.88851], [-6.72922, -2.26939, 1.26818], [4.15430, 5.62921, 9.38113], [4.63275, 1.92262, 3.90441], [4.48393, 2.52952, 1.33288], [-2.55670, 1.01822, -4.40327], [0.68938, -1.55395, -1.33620], [5.95206, -1.19113, 2.26900], [0.54971, -3.74774, 0.28585], [-6.44184, -0.26275, 1.74750], [-3.62197, 1.01197, -4.63402], [8.17394, -1.77072, 3.25127], [-12.80302, -3.05893, 2.93657], [4.08353, -5.43718, -4.08596], [-5.88240, 2.67216, 2.00854], [0.59951, 4.71080, 3.64502], [0.21624, -6.31872, -6.59885], [-1.34502, 2.50133, 0.14995], [0.88042, -5.35120, -4.10651], [1.75774, 2.05331, 6.10056], [-4.14432, 1.55985, -7.97001], [3.15649, 4.46573, 4.77915], [4.19903, 0.03812, -2.71256], [4.51624, -5.51079, -1.66733], [-9.24962, -0.94272, 0.07258], [-6.58053, -0.54217, 0.09792], [5.64664, -3.27565, -5.85124], [-1.43804, -2.93418, -6.40443], [1.28168, -7.30068, -4.36596], [-1.96586, -8.21177, -3.49689], [-4.27191, 4.68252, 3.54238], [-0.27770, 1.51128, -4.15026], [4.96765, -3.47450, 2.13074], [-3.44215, 3.38210, 2.73394], [-5.52018, 8.33641, 1.56117], [-3.00142, 6.66399, 1.98713], [-1.67126, 0.66226, -11.83762], [3.28066, -4.27920, -1.65425], [0.62638, -5.69129, 5.14438], [6.18985, -2.21351, 5.71420], [4.94588, -2.95428, -0.17566], [-2.56883, -3.58451, -4.13154], [-2.17101, 0.87562, -9.81331], [-3.76808, 0.08063, -5.88418], [-2.69771, -0.33723, -7.75033], [-1.19643, 3.18126, -3.03568], [-7.00498, -0.87661, 1.04454], [-2.66767, -3.74666, -3.05821], [-0.38014, -7.18896, -6.32480], [-4.86364, 1.53328, -2.78513], [-0.79798, 0.52651, -1.23706], [2.05190, -1.55041, 5.61063], [1.51988, -2.43847, 3.64761], [-2.85054, 7.67035, -0.76502], [4.96347, -4.74011, -6.37294], [-5.43714, -2.75440, 1.08434], [4.74115, -4.51632, 1.90402], [-0.21069, 4.87672, 5.19605], [4.28013, -4.82118, 0.56959], [-5.14768, 5.83867, 0.92772], [4.19263, 3.26238, 8.91830], [0.75744, 4.93898, 4.69911], [-4.27521, 2.58033, 0.27913], [1.56864, -5.12533, -3.29199], [8.60027, -5.23770, -5.71841], [9.97624, -0.54263, 3.23387], [1.53481, -0.92993, -1.62591], [5.42410, -4.28235, -5.49751], [-2.18447, 7.24760, 1.56277], [-2.30197, 2.92702, -8.98931], [-5.02843, 8.62147, -0.00667], [1.22206, 0.09695, 2.37676], [1.97007, -0.53314, 5.22779], [-1.46273, -1.41471, -1.69636], [0.02377, -2.83829, 0.57634], [2.46724, -1.82190, 1.60677], [2.27442, -1.77437, 0.53501], [1.66930, 5.26788, -1.07361], [0.41114, -4.83053, 4.51124], [5.23893, 4.55552, 7.47459], [-2.84443, 0.36082, -7.03527], [1.41952, 3.16261, -3.87425], [0.36666, 2.64542, 5.12214], [2.34859, 1.10926, -5.75851], [0.15098, -8.13938, -6.37683], [4.40529, -0.38258, 4.22982], [1.40686, -5.20721, -5.05002], [-8.45983, -0.48624, 1.21060], [-3.55224, -3.84518, -4.52275], [-6.10073, 5.93394, -0.05237], [-0.06999, -3.87898, -6.66427], [-1.37527, -8.27323, -4.41096], [3.76059, 2.66862, 0.10868], [-11.37588, -1.32735, 1.32874], [1.90343, 4.67779, 6.82666], [-4.40892, 0.52716, -3.59933], [-3.01898, -6.11507, -5.62389], [-3.48861, -0.94040, -5.62439], [-4.84656, 3.79918, -0.80229], [-8.61384, 0.56110, 1.47034], [-10.93294, 0.30513, -0.07792], [-0.96400, 3.78151, -5.39995], [9.56538, 1.09743, 3.96405], [2.54417, -2.71613, 0.05707], [-0.55503, -8.99075, -4.38964], [-0.87752, 0.45108, 0.29872], [4.45421, -4.42454, -4.24487], [5.29654, -0.03851, 3.90211], [-4.28334, 3.65867, 0.12028], [1.01416, 5.99655, 4.76030], [-3.87078, 2.03184, -4.92739], [4.38359, 4.85675, 6.86981], [-5.78670, 1.13582, -2.36313], [0.42181, -6.73247, -4.01120], [-11.72985, -3.17679, 2.78660], [5.73105, -4.97227, 1.88626], [0.93365, 5.44766, -1.85758], [2.37462, 3.04958, 9.13836], [10.02909, 0.93246, 2.33014], [-3.06712, 2.36780, -6.82987], [-2.09214, 4.81711, 1.56611], [4.25029, 3.40771, -0.52539], [-0.56768, -0.84674, -1.95013], [4.20206, -5.10667, 2.64494], [-3.61835, -6.35766, -4.91430], [-2.47632, -0.99613, 0.53169], [-2.45963, -2.52063, -4.34212], [5.99663, -4.26077, -0.40909], [8.15866, 0.09615, 2.66703], [3.37100, -3.06746, 5.35254], [1.47284, 5.96154, -2.65339], [4.95031, 0.47859, 1.25113], [4.55959, -4.25972, 7.76208], [-4.10935, 6.90900, 0.83519], [5.17093, -4.17433, 8.66045], [-3.10509, 1.65796, -7.65618], [-10.96733, -0.98697, 2.28023], [5.31166, 4.33047, 5.01879], [0.20076, -3.32719, -4.33264], [3.52557, -0.86244, -4.06044], [-2.11128, -8.62559, -5.13362], [-0.32865, 1.31849, -10.79344], [9.47572, 0.41847, 3.11608], [-4.61733, 8.30326, 0.95136], [3.28431, 5.53576, 4.61546], [0.80576, -1.56911, 0.14650], [-1.12625, 1.84122, -8.33551], [7.58022, -4.21790, -6.81008], [0.28619, -0.30533, 0.76118], [3.21901, 5.71107, 8.82739], [4.65384, 5.90040, 6.70898], [-0.68434, 4.11872, -3.25251], [1.86664, 2.19585, 4.38037], [-6.08959, 3.73181, 1.85911], [0.84849, -5.01354, 3.52975], [3.20239, 3.26518, 8.46277], [-1.70453, -4.47624, -7.15739], [4.44476, 1.20755, 1.88449], [0.15694, 6.04907, -1.38522], [-11.58014, -4.25021, 2.90263], [0.45284, 5.32081, 7.66229], [-0.46849, -4.08130, -2.95502], [0.02514, 1.66903, -5.92892], [-3.31645, 7.22075, 2.86967], [5.32981, -3.76502, 6.61975], [7.63296, -0.86446, 3.52359], [4.20273, -1.58268, 6.48465], [-1.46216, -4.49107, -4.91849], [4.93749, -3.81351, -2.96058], [-9.08412, -1.92307, -0.10521], [-11.13305, -2.73973, 3.58717], [-3.27268, 3.98563, -0.12418], [-6.97076, 3.83173, 1.22535], [-10.70850, -0.74796, 0.09162], [3.33717, -2.05865, 5.38776], [-4.81089, 0.07955, -6.20142], [6.12025, -1.06435, 3.33846], [4.93378, -4.01901, -0.40868], [4.35442, -4.43654, -1.75621], [-5.14712, -2.88345, 0.04159], [-0.43213, -0.67892, -3.01857], [0.41374, 4.21623, -2.26312], [7.61536, -5.09417, -6.16277], [-1.79033, 2.24092, -11.18155], [-4.01490, 9.17771, 1.19735], [6.17364, -2.08548, 7.46204], [-0.93613, -2.99051, 0.08288], [3.57357, -3.85772, -4.54701], [3.69309, 0.14228, -3.67239], [5.23557, 1.29721, 3.24594], [-5.34545, -3.74179, 1.53682], [-2.61287, 6.04018, -0.42680], [-5.20256, 2.47697, -3.21256], [4.40627, 0.66129, -4.31278], [-3.11548, 0.59383, 0.45523], [-0.66142, -4.74642, 4.33618], [-6.45627, 4.07288, 2.82726], [-1.22305, -7.33711, -6.99983], [0.09543, -2.06977, 4.59693], [-0.84733, -6.95745, -4.94302], [0.14673, 5.06556, -5.10216], [4.44002, 2.95115, 5.77942], [2.43748, 0.86235, -3.61570], [6.23067, 1.73744, 3.18211], [1.04709, -3.76316, 5.19677], [1.42795, -0.15845, -5.02465], [-2.20009, 0.07915, 1.90260], [0.44358, 1.76519, -4.92705], [1.85682, 4.14609, 5.48352], [-0.16805, 4.09310, -4.72358], [0.37556, -0.30492, 2.16813], [-11.25098, -2.70916, 1.51396], [-2.65448, 5.23975, 2.39873], [0.40779, 2.30844, 0.57800], [2.43386, 5.55884, 9.56798], [-2.13036, 1.87571, -8.75822], [0.81398, -2.58380, -1.67084], [4.36864, -5.30791, 7.53199], [-1.85537, -5.88564, -4.87950], [-12.43958, -1.09230, 1.36602], [-3.41682, 6.76877, -0.53138]]
}